1.
Here is a structure of composition C46H32Br2Cl5FN5O6V from the Open Molecules 2025 dataset. Energies are from ωB97M-V with the def2-TZVPD basis set.

The geometry in XYZ format:
```
98
Properties=species:S:1:pos:R:3:forces:R:3
Br 3.0756 1.4762 -5.8947 0.0 0.0 0.0
Br -0.8920 -2.4079 -4.9791 0.0 0.0 0.1
V 0.4571 -0.4334 0.6950 0.9 -0.3 -0.6
Cl -1.6706 -0.3279 3.6162 0.2 0.2 -0.2
Cl 1.8973 2.8113 0.8078 -0.2 0.0 0.3
Cl -2.7854 2.1984 4.8891 0.2 0.0 -0.2
Cl -1.5099 4.9712 4.3466 0.0 -0.1 -0.1
Cl 0.8769 5.2223 2.3901 0.0 -0.2 -0.1
F -7.2838 2.5404 -1.3492 -0.1 0.0 -0.1
O 0.1860 0.7598 -0.6885 -0.1 1.0 -1.2
O 0.9932 -2.0125 -0.7440 -0.3 0.3 -0.1
O -0.7998 -1.8633 -2.0904 -0.2 0.0 0.0
O -1.0939 -1.3095 0.8825 -1.7 -0.9 0.6
O -2.9229 0.6049 -0.0148 -0.1 0.1 0.1
O -1.7530 -3.4276 0.8516 0.0 -0.2 0.2
N -9.0096 0.2551 -2.0921 -0.4 0.4 -0.4
N -9.7304 1.6120 -4.5618 -0.2 0.0 -0.2
N 2.4938 -0.1060 0.3704 0.5 -0.2 0.9
N 1.3563 -1.5506 2.2413 0.9 -0.1 0.2
N -5.3408 -2.5891 -0.8229 -0.4 0.2 0.0
C 3.1045 -3.3569 -5.0185 -0.1 0.0 0.0
C 2.9752 0.1354 -0.7913 0.1 0.1 -0.4
C -6.5727 -4.0899 -2.4398 0.0 -0.1 -0.1
C 0.8440 1.6492 -4.0967 0.2 0.0 -0.3
C -8.8956 0.3828 -4.5597 0.0 0.1 -0.1
C -0.9641 1.2039 3.0812 -0.1 -0.2 0.2
C -3.6148 -0.3757 -0.1980 -0.2 0.0 -0.1
C 0.5764 2.5215 1.9483 0.2 0.2 -0.2
C 1.4297 -2.9669 4.1598 -0.4 0.0 -0.3
C 0.8369 0.9361 -1.7947 -0.2 0.0 0.5
C 4.7596 -1.3688 3.6938 -0.2 -0.2 0.1
C 2.6118 -2.8679 -2.7281 0.0 0.0 0.0
C -9.5367 2.3942 -3.3119 0.0 0.1 -0.1
C -5.8550 -1.2985 -0.9739 0.0 -0.3 -0.1
C 0.8740 -2.7359 -4.3411 0.0 0.0 -0.1
C -9.2676 -0.4568 -3.3552 0.0 0.0 0.4
C 1.2679 -2.6044 -3.0124 0.1 0.0 0.0
C 0.3692 -2.1322 -1.8607 0.4 0.1 0.3
C 3.5255 -3.2366 -3.7010 -0.1 0.0 0.0
C 1.7791 -3.1084 -5.3321 0.0 0.0 0.0
C 2.8731 0.7751 -3.1474 0.0 -0.1 0.1
C -6.8437 1.2546 -1.2548 -0.2 -0.2 0.0
C 0.1414 3.6661 2.6258 0.0 0.1 0.0
C -9.7720 1.5153 -2.0921 0.2 -0.3 0.1
C 3.3978 -1.7447 3.5420 0.1 -0.1 0.3
C 2.1983 1.2738 -4.2185 -0.3 0.1 -0.1
C -4.1023 -2.7527 -0.2904 0.1 -0.1 0.0
C 0.0470 1.2338 2.1082 -0.3 0.4 0.4
C 2.7096 -2.6168 4.4271 0.4 0.1 0.0
C 5.3490 -0.5718 2.7639 0.0 0.2 -0.4
C -1.4726 2.3201 3.7539 -0.1 0.0 0.1
C 2.6806 -1.2546 2.4513 -0.2 0.1 -0.3
C -5.0391 -0.2121 -0.6744 0.6 -0.3 0.2
C -7.6899 0.1800 -1.5974 0.2 0.3 0.1
C -7.1655 -1.0877 -1.4042 0.1 -0.3 0.1
C -5.6097 -4.9456 -1.6643 0.0 0.0 -0.1
C 0.1800 1.5006 -2.9132 0.1 -0.2 0.0
C -0.9162 3.5700 3.5206 0.0 0.0 0.0
C 4.6303 -0.1182 1.6237 0.6 0.1 0.3
C -6.1973 -3.7265 -1.0350 0.2 0.1 0.0
C -5.5651 1.0593 -0.8011 -0.1 0.4 0.0
C -1.9400 -2.2447 0.6150 0.3 0.4 -0.3
C 2.2089 0.6091 -1.9134 0.3 -0.2 0.1
C 0.7735 -2.4081 3.0289 -0.1 -0.3 0.3
C -3.2273 -1.7703 0.0145 -0.3 0.0 0.1
C 3.3268 -0.4592 1.4604 -0.7 -0.2 -0.4
H -0.2409 -2.6819 2.7679 0.0 0.0 0.1
H -4.5689 -4.9030 -1.9547 0.0 0.0 0.0
H 4.0441 -0.0148 -0.9614 0.0 0.1 0.0
H -10.8284 1.2419 -2.0649 0.0 0.0 0.0
H 1.4313 -3.1945 -6.3527 0.0 0.0 0.0
H -10.2470 3.2248 -3.3545 0.0 0.0 0.1
H 0.8841 -3.6516 4.7940 0.0 0.0 0.0
H 5.3146 -1.7240 4.5539 0.0 0.0 0.0
H -7.8176 -1.9330 -1.5679 0.0 0.0 0.0
H -10.3338 -0.6843 -3.3964 0.0 -0.1 0.0
H 6.3829 -0.2764 2.8853 0.0 0.0 0.0
H -8.5265 2.7859 -3.3323 0.1 0.1 0.0
H -10.7698 1.3379 -4.6606 0.4 0.2 -0.1
H -6.9531 -3.8726 -0.2706 0.0 0.0 0.0
H -7.8513 0.6887 -4.5059 0.0 0.0 -0.1
H -9.5409 2.2173 -5.4357 -0.1 -0.2 0.3
H 4.5595 -3.4223 -3.4356 0.0 0.0 0.0
H -8.7247 -1.3991 -3.3804 0.0 0.0 0.0
H -4.9399 1.9057 -0.5395 0.0 0.0 -0.1
H -6.1600 -3.4763 -3.2300 0.0 0.0 0.0
H 2.9095 -2.7639 -1.6938 0.0 0.0 0.0
H -9.5544 2.0788 -1.1896 0.0 0.0 0.0
H 3.9135 0.4866 -3.2401 0.0 0.0 0.0
H 3.7988 -3.6378 -5.8009 0.0 0.0 0.0
H 0.3281 2.0487 -4.9604 0.0 0.0 0.0
H -3.7960 -3.7761 -0.1196 0.0 0.0 0.0
H 5.1158 0.5265 0.9023 0.0 0.0 0.0
H -7.5747 -4.4588 -2.6167 0.0 0.0 0.0
H -5.9399 -5.9065 -1.2967 0.0 0.0 0.0
H -9.0785 -0.1260 -5.5098 0.0 0.0 0.0
H 3.2272 -3.0157 5.2927 0.0 0.0 0.0
H -0.8670 1.7501 -2.8085 0.0 0.0 0.0
```
Positions in Å, forces in eV/Å.

The calculation puts the relative energy (zero: lowest compared OMol25 entry of this formula, charge and spin) at 0.00 kcal per mole. Its total charge is -1. The HOMO energy (spin up / spin down) is -2.13 / -5.64 eV. Its spin multiplicity is 4. The LUMO energy (spin up / spin down) comes out at 1.510 / 1.545 eV.



2.
Here is a cluster of 2 separate species, C13H31NO2PS in total from the Open Molecules 2025 dataset. Energies are from ωB97M-V with the def2-TZVPD basis set.

The geometry in XYZ format:
```
49
Properties=species:S:1:pos:R:3:forces:R:3
S 0.5608 -1.0378 3.1251 -0.2 0.0 0.3
P 1.6554 1.7445 -1.1517 -0.3 -0.5 0.2
O -1.3309 -1.8624 0.1642 0.2 0.0 -0.1
O 1.9557 -1.0398 2.6072 0.0 0.0 0.2
N 0.0143 0.9743 -0.6466 -0.1 0.3 -0.1
C 1.9518 0.9210 -2.7610 -0.1 0.3 -0.1
C 1.5867 1.7963 -3.9617 0.1 -0.1 -0.2
C -2.4015 0.5778 -1.3314 0.1 0.0 0.0
C 2.5421 -0.8426 -0.1751 -0.1 -0.1 -0.1
C 0.6394 -0.5749 4.8539 0.0 0.0 0.0
C -1.8700 1.9671 0.7495 0.0 0.1 0.0
C -1.0320 1.1190 -1.7152 0.3 0.2 0.0
C -2.5525 -0.9130 -1.6640 -0.2 -0.1 0.0
C 0.0953 -2.7461 3.4031 0.0 0.0 0.0
C -2.7835 0.9343 0.1168 -0.2 -0.2 0.1
C -0.4001 1.6008 0.6756 0.2 0.0 0.0
C 2.6555 0.6712 -0.0588 0.1 0.3 0.2
C -1.4286 -1.8434 -1.2629 0.1 0.3 0.1
H -0.1286 0.9040 1.4635 0.0 -0.2 -0.1
H 3.0278 0.7243 -2.7427 0.0 0.1 0.0
H -1.6111 -2.8348 -1.6753 -0.1 -0.1 0.1
H -2.1023 2.0587 1.8101 -0.1 0.1 0.0
H -0.6600 0.5845 -2.5833 0.1 0.0 -0.2
H 2.4761 -1.1887 -1.2021 0.0 0.0 -0.2
H 0.5315 1.7305 -4.2218 -0.1 0.0 0.0
H 3.4185 -1.3096 0.2670 0.0 0.0 0.1
H 2.4438 0.9819 0.9680 0.1 -0.1 0.0
H 2.1567 1.4799 -4.8338 -0.1 0.0 -0.1
H -3.4592 -1.2772 -1.1760 -0.1 0.0 -0.1
H 1.8084 2.8481 -3.7903 0.1 0.0 0.1
H 1.4865 -0.0593 -2.8232 -0.1 -0.2 0.0
H -0.8961 -2.7829 3.8531 0.0 0.0 0.0
H -2.7045 -1.0265 -2.7399 0.0 0.0 0.0
H 0.2141 2.4922 0.8025 0.0 0.0 0.0
H -3.0936 1.1012 -1.9928 0.0 0.0 0.0
H 0.0881 -3.2466 2.4373 0.0 0.0 0.0
H -0.4666 -1.5121 -1.6818 0.0 -0.1 -0.1
H -1.0623 2.1805 -1.9630 -0.1 0.0 0.0
H 0.1680 -0.0215 -0.4883 0.0 -0.1 0.1
H 3.6778 1.0078 -0.2561 0.0 0.0 0.0
H 0.9896 0.4542 4.8985 0.0 0.0 0.0
H 0.8392 -3.2117 4.0485 0.0 0.0 0.0
H -2.0400 2.9513 0.3098 0.0 0.0 -0.1
H -0.3560 -0.6480 5.2911 0.0 0.0 0.0
H -2.7983 0.0326 0.7278 0.1 0.0 0.0
H -3.7957 1.3354 0.1149 -0.1 -0.1 0.1
H 1.3431 -1.2308 5.3649 0.0 0.0 0.0
H -1.0542 -2.7382 0.4433 0.1 -0.1 0.0
H 1.7016 -1.2253 0.4032 0.0 0.0 -0.2
```
Positions in Å, forces in eV/Å.

Its total charge is +1. The HOMO energy is -11.92 eV. The LUMO energy comes out at -2.072 eV.



3.
Here is a structure of composition C30H21I2N10O2Y from the Open Molecules 2025 dataset. Energies are from ωB97M-V with the def2-TZVPD basis set.

The geometry in XYZ format:
```
66
Properties=species:S:1:pos:R:3:forces:R:3
I 2.7490 -0.4860 6.9658 0.1 0.0 0.1
I -1.7377 2.5189 4.4861 -0.1 0.1 -0.1
Y -0.0251 0.3002 0.0730 -0.1 0.2 -0.2
O -0.5314 1.0480 1.8769 0.1 0.0 0.2
O -11.6665 -4.7083 -3.6686 0.0 0.0 0.0
N 1.5371 -0.6501 1.5953 -0.1 0.0 0.2
N 3.8758 3.9853 0.5890 0.0 -0.3 -0.3
N -1.9546 0.7503 -1.3153 0.1 0.0 0.0
N -5.9116 -3.0874 -1.4045 0.0 0.0 0.0
N 2.5991 3.8345 -1.3866 -0.1 0.2 0.0
N -1.4890 -1.5880 0.0715 -0.1 0.2 -0.2
N 1.4666 2.0321 -0.8344 0.0 0.1 0.0
N 2.9650 3.3383 -0.2294 0.3 0.1 0.3
N 2.3395 2.2758 0.1455 -0.1 0.0 0.0
N -6.2693 -1.2734 -2.6427 0.0 0.0 0.0
C 3.3749 -1.8902 2.4951 -0.1 0.1 0.0
C -2.8988 -0.2237 -1.3628 0.0 -0.1 0.0
C -3.6540 -2.4379 -0.5471 0.0 0.1 -0.1
C 0.1594 0.7361 2.9875 -0.1 0.0 -0.1
C -10.5065 -4.1019 -3.3777 -0.1 -0.1 0.0
C 3.1061 -1.4169 3.7558 0.1 -0.1 -0.1
C 1.6822 0.0005 5.2533 -0.1 0.0 -0.2
C -6.7574 -2.4857 -2.2211 -0.1 0.0 0.0
C -3.2746 2.1205 -2.7572 -0.1 0.0 0.0
C -1.2989 -2.6721 0.8103 0.0 -0.1 0.0
C -2.2471 -3.6901 0.9315 0.0 0.0 0.0
C -12.5542 -4.0726 -4.5817 0.0 0.0 0.0
C -5.0398 -1.1035 -2.0593 0.1 0.0 0.0
C 2.5577 -1.4793 1.4413 0.1 -0.1 0.0
C 0.6180 0.8493 5.3567 0.0 0.0 0.0
C -8.0482 -3.0183 -2.6341 0.1 0.0 0.0
C 1.6380 3.0026 -1.7430 0.1 -0.1 -0.1
C -2.1443 1.8863 -1.9755 -0.1 -0.1 0.0
C -4.8500 -2.2447 -1.3049 -0.1 0.0 0.0
C -3.4265 -3.5775 0.2413 0.0 0.0 0.0
C -4.0880 -0.0513 -2.1067 0.0 0.0 0.0
C 2.0342 -0.5325 3.9753 0.0 0.0 0.2
C -10.0993 -2.8801 -3.9109 0.1 0.0 0.0
C -2.6669 -1.4431 -0.6003 -0.1 0.0 0.0
C 1.2624 -0.1598 2.8523 0.0 0.0 0.2
C -4.2433 1.1504 -2.8196 0.1 0.1 0.0
C -0.1529 1.2249 4.2273 0.3 -0.2 0.2
C -9.6802 -4.7810 -2.4716 0.0 0.1 0.0
C -8.8750 -2.3531 -3.5328 0.0 0.0 0.0
C -8.4696 -4.2470 -2.1059 -0.1 0.0 -0.1
H -8.5851 -1.4042 -3.9684 0.0 0.0 0.0
H -3.3849 3.0563 -3.2847 0.0 0.0 0.0
H -12.0876 -3.9577 -5.5618 0.0 0.0 0.0
H -2.0348 -4.5467 1.5537 0.0 0.0 0.0
H -1.3816 2.6507 -1.8772 0.0 0.0 0.0
H -10.7163 -2.3390 -4.6112 0.0 0.0 0.0
H -6.7516 -0.6449 -3.2610 0.0 0.0 0.0
H -10.0224 -5.7261 -2.0747 0.0 0.0 0.0
H -4.1944 -4.3383 0.2842 0.0 0.0 0.0
H -0.3529 -2.7426 1.3353 0.0 0.0 0.0
H -13.4131 -4.7305 -4.6644 0.0 0.0 0.0
H 4.4215 3.2844 1.0819 -0.1 0.0 0.0
H 1.0924 3.0896 -2.6665 0.0 0.0 0.0
H 0.3408 1.2567 6.3190 0.0 0.0 0.0
H 3.7184 -1.7236 4.5936 0.0 0.0 0.0
H -5.1338 1.3191 -3.4106 0.0 0.0 0.0
H 4.1928 -2.5698 2.3083 0.0 0.0 0.0
H -7.8332 -4.7707 -1.4076 0.0 0.0 0.0
H 4.4787 4.5484 -0.0052 -0.1 0.0 0.0
H 2.7432 -1.8452 0.4361 0.0 0.0 0.0
H -12.8747 -3.1013 -4.2004 0.0 0.0 0.0
```
Positions in Å, forces in eV/Å.

Its total charge is +2. The HOMO energy is -11.81 eV. The LUMO energy comes out at -5.940 eV.



4.
Here is a structure of composition C7H17N5O from the Open Molecules 2025 dataset. Energies are from ωB97M-V with the def2-TZVPD basis set.

The geometry in XYZ format:
```
30
Properties=species:S:1:pos:R:3:forces:R:3
O -2.7162 0.7686 -0.1382 0.0 0.3 -2.0
N 3.2728 -0.2898 1.1565 0.9 1.1 1.4
N 3.3767 0.2634 0.0805 -3.0 -1.4 -0.2
N -1.7640 0.6765 0.8359 -0.2 -2.7 -0.8
N -0.4935 0.9393 0.4577 3.0 -1.3 -1.4
N -0.9743 -1.4687 0.1914 -2.9 -1.4 2.2
C 0.0934 -0.8078 -0.0599 0.5 4.1 -0.1
C 2.2149 0.1580 -0.9234 -1.5 1.4 -0.8
C -1.7707 -0.8884 1.2282 2.3 1.4 -0.4
C -3.6683 1.8193 0.0366 -1.9 -0.6 0.5
C -1.6682 -2.3335 -0.7323 -2.5 -0.8 -1.2
C 4.5294 0.9967 -0.2227 1.3 2.9 1.3
C 1.2692 -0.9800 -0.6242 0.9 -0.8 0.9
H -2.0551 1.0853 1.6873 -0.3 1.5 1.2
H 2.3064 -0.5164 1.4040 -0.2 -0.9 -0.7
H -2.3202 -3.1068 -0.2990 0.9 0.1 1.0
H 4.7182 0.9703 -1.2322 0.4 -0.3 -2.5
H 2.5540 -0.0888 -1.9291 1.0 0.5 0.1
H 4.3621 2.1452 -0.0021 0.1 -2.3 0.0
H -1.3034 -0.8042 2.2097 -0.1 -0.8 0.0
H 1.7139 1.2196 -0.9970 1.0 -2.1 0.3
H 1.5725 -2.0765 -0.7516 -0.1 1.7 0.0
H -0.9883 -2.9087 -1.3540 0.0 0.6 -0.4
H -2.7745 -1.1594 1.1616 -1.5 -0.8 0.4
H -2.5285 -1.7877 -1.2236 1.6 0.0 -0.4
H -4.4100 1.3748 0.7277 0.3 1.0 0.2
H 5.3768 0.6034 0.3299 0.0 0.2 0.2
H -3.2497 2.7790 0.3017 0.3 0.1 0.3
H -4.2450 1.9430 -0.8841 0.6 -0.2 -0.2
H -0.4303 1.4741 -0.4353 -0.7 -0.4 1.0
```
Positions in Å, forces in eV/Å.

The calculation puts the relative energy (zero: lowest compared OMol25 entry of this formula, charge and spin) at 123.87 kcal per mole. Its total charge is +2. The HOMO energy is -16.76 eV. The LUMO energy comes out at -8.259 eV.



Summary of largest force on an atom in eV/A
2.0, 0.6, 0.4, 4.1
(order as listed above)
Summary of electronic energy in Eh
-10990.33784, -1458.45885, -2487.26205, -625.05894
(order as listed above)